{"formula": "C25H23CaCl3F5MgNO14S2", "method": "the ωB97M-V functional and the def2-TZVPD basis", "lumo_energy_ev": -1.2, "mol_weight_g_mol": 891.32, "orbital_gap_ev": 0.961, "total_charge": -2, "species": ["C", "C", "C", "C", "C", "C", "O", "C", "C", "C", "O", "C", "C", "C", "O", "C", "C", "C", "F", "F", "F", "C", "O", "H", "H", "H", "H", "H", "H", "H", "H", "H", "H", "H", "H", "H", "H", "H", "Ca", "O", "C", "C", "O", "H", "H", "H", "H", "C", "Cl", "Cl", "H", "H", "Mg", "Cl", "N", "S", "O", "O", "F", "S", "O", "O", "F", "C", "C", "C", "O", "C", "C", "C", "O", "O", "O", "H", "H"], "positions_angstrom": [[3.529518, -1.158674, 0.342679], [2.453834, -0.177861, -0.185649], [1.184993, -0.888020, -0.592774], [1.287149, -2.124799, -1.219933], [0.168449, -2.825127, -1.621949], [-1.101539, -2.315545, -1.435866], [-2.236491, -2.981448, -1.816324], [-2.488357, -4.220575, -1.191280], [-3.255296, -4.081519, 0.140566], [-4.768415, -4.205993, -0.009292], [-2.960416, -2.891270, 0.852053], [-1.230914, -1.072334, -0.832688], [-0.102146, -0.368593, -0.400901], [-0.311658, 0.939236, 0.291193], [0.540837, 1.788572, 0.404021], [-1.640614, 1.147908, 0.910278], [-2.726337, 0.502338, 0.499159], [-4.065464, 0.756652, 1.135055], [-5.017357, -0.090648, 0.676547], [-4.002451, 0.592717, 2.475078], [-4.511409, 1.979862, 0.899908], [-2.581156, -0.452386, -0.626853], [-3.490970, -0.706939, -1.380756], [4.120067, -0.641746, 1.089916], [3.023348, -1.990378, 0.837398], [4.147603, -1.580912, -0.446224], [2.291085, 0.529380, 0.613746], [2.877678, 0.325911, -1.057065], [2.245239, -2.577703, -1.421565], [0.287074, -3.784846, -2.108623], [-3.116133, -4.784977, -1.880200], [-1.585860, -4.802211, -1.005506], [-2.932792, -4.900423, 0.778697], [-5.165827, -3.263909, -0.421369], [-5.192606, -4.413348, 0.980042], [-4.997274, -5.089776, -0.657451], [-3.737877, -2.333545, 0.938162], [-1.754864, 1.862022, 1.713337], [-6.964714, -3.620070, -0.878663], [3.873541, 1.936684, -2.714748], [3.198821, 3.006213, -2.610072], [1.559493, 2.771087, -2.395615], [0.906278, 3.960903, -2.392503], [3.024744, 3.700760, -3.540193], [3.536201, 3.717468, -1.822883], [1.480793, 2.153739, -1.496235], [1.277133, 2.064982, -3.211610], [3.683709, 2.778406, 2.207392], [4.424678, 2.782594, 0.606428], [3.908699, 1.218968, 3.022869], [4.139886, 3.553938, 2.810599], [2.619728, 2.959344, 2.098473], [1.473218, 4.653467, -4.071659], [-3.252744, 3.359332, -0.825195], [-2.738631, -8.770464, 2.564778], [-1.297811, -9.348175, 2.217369], [-0.326881, -8.375799, 1.835549], [-1.279796, -10.605883, 1.544030], [-0.862338, -9.727290, 3.699075], [-3.516785, -8.205832, 1.330641], [-4.642933, -7.414506, 1.723487], [-3.700251, -9.086317, 0.222238], [-2.517884, -7.095006, 0.737551], [2.500024, 7.007525, 0.018451], [3.373985, 7.488405, -1.007764], [4.193203, 8.717964, -0.636343], [5.030960, 9.194751, -1.385952], [3.941370, 9.323665, 0.645988], [3.064466, 8.861960, 1.671689], [2.321622, 7.568888, 1.345707], [1.596440, 7.011456, 2.145775], [2.880493, 9.405845, 2.748636], [3.506667, 6.994000, -2.114995], [1.895087, 6.124995, -0.176544], [4.506878, 10.232912, 0.818676]], "atomic_forces_ev_per_a": [[-0.75, -0.10, -0.06], [0.68, -0.91, 0.15], [0.20, 0.37, -0.03], [-0.32, -0.10, -0.07], [-0.05, -0.43, -0.29], [-0.26, 0.45, 0.40], [0.12, -0.38, -0.29], [-0.15, 0.16, 0.21], [-0.28, 0.10, 0.45], [0.91, -0.78, -0.02], [0.37, -0.06, 0.05], [-0.14, 0.62, 0.33], [0.37, 0.01, -0.22], [-0.25, -0.13, 0.11], [0.08, 0.14, 0.24], [-0.73, -0.06, 0.47], [0.59, -0.60, -0.02], [-0.24, 0.76, -0.67], [-0.02, -0.43, 0.35], [0.02, -0.16, 0.14], [-0.52, -0.68, 1.00], [-0.10, -0.21, -0.60], [-0.34, 0.04, 0.02], [0.38, -0.08, -0.15], [0.13, -0.07, 0.15], [0.19, 0.10, 0.01], [-0.25, 0.27, -0.20], [-0.14, 0.42, 0.08], [0.19, 0.11, 0.11], [-0.03, -0.06, 0.00], [0.11, -0.12, -0.10], [0.20, 0.13, -0.08], [-0.06, -0.18, -0.06], [1.82, 0.07, 0.36], [-0.28, 0.18, -0.02], [-0.07, 0.57, 0.22], [-0.02, 0.07, -0.14], [0.38, 0.32, -0.13], [-2.32, -0.15, -0.64], [0.15, 0.47, -0.66], [-0.67, -1.75, 2.18], [0.69, -0.39, -0.56], [-0.58, 0.15, -0.41], [0.26, 0.46, -1.68], [-0.13, 0.27, -0.29], [0.16, 0.74, 0.37], [0.07, 0.29, -0.16], [-0.10, 0.15, -0.11], [0.00, 0.00, 0.06], [-0.02, 0.08, 0.19], [0.07, -0.06, 0.02], [-0.02, -0.10, -0.07], [0.28, -0.11, 1.23], [0.59, 0.68, -0.89], [0.12, 0.21, -0.44], [1.14, -0.78, 0.56], [-0.22, 0.23, -0.10], [-0.33, 0.02, -0.11], [-0.40, 0.14, 0.04], [-0.55, 0.55, -0.54], [0.00, -0.10, 0.44], [0.14, -0.21, 0.07], [0.05, -0.01, -0.03], [-0.30, -0.24, 0.11], [0.39, 0.49, 0.08], [0.13, 0.28, 0.45], [-0.08, -0.19, -0.30], [0.09, 0.14, -0.17], [-0.37, -0.43, 0.05], [0.09, -0.26, -0.41], [0.03, 0.18, 0.26], [0.19, 0.21, -0.04], [-0.31, -0.27, -0.20], [0.08, -0.02, -0.15], [-0.04, -0.01, 0.15]], "lowdin_charge": [-0.10, -0.19, -0.13, -0.01, 0.02, -0.21, -0.03, -0.11, -0.35, -0.21, 0.01, 0.00, -0.01, -0.28, 0.09, 0.06, -0.09, -0.61, 0.09, 0.13, 0.01, -0.28, 0.11, 0.01, 0.08, 0.07, 0.06, 0.10, 0.11, 0.12, 0.13, 0.13, 0.13, -0.07, 0.08, 0.06, 0.08, 0.14, 0.72, -0.14, -0.50, -0.38, -0.37, -0.02, 0.07, 0.08, 0.11, -0.99, 0.59, 0.53, 0.02, 0.02, 1.07, -0.40, -0.31, 0.48, -0.29, -0.29, -0.20, 0.46, -0.32, -0.29, -0.22, 0.18, -0.36, -0.37, 0.07, 0.13, -0.38, -0.35, 0.11, 0.08, 0.07, 0.14, 0.12]}

---

{"formula": "C27H76AsF6O11", "method": "the ωB97M-V functional and the def2-TZVPD basis", "lumo_energy_ev": 2.0, "mol_weight_g_mol": 765.80, "orbital_gap_ev": 10.394, "e_above_lowest_kj_mol": 393.1, "total_charge": -1, "species": ["As", "F", "F", "F", "F", "F", "F", "O", "H", "H", "O", "H", "H", "C", "C", "C", "O", "H", "H", "H", "H", "H", "H", "H", "H", "C", "C", "C", "O", "H", "H", "H", "H", "H", "H", "H", "H", "C", "C", "C", "O", "H", "H", "H", "H", "H", "H", "H", "H", "C", "C", "C", "O", "H", "H", "H", "H", "H", "H", "H", "H", "C", "C", "C", "O", "H", "H", "H", "H", "H", "H", "H", "H", "C", "C", "C", "O", "H", "H", "H", "H", "H", "H", "H", "H", "C", "C", "C", "O", "H", "H", "H", "H", "H", "H", "H", "H", "C", "C", "C", "O", "H", "H", "H", "H", "H", "H", "H", "H", "C", "C", "C", "O", "H", "H", "H", "H", "H", "H", "H", "H"], "positions_angstrom": [[0.185885, 0.212546, -0.491792], [0.992188, -1.265069, -1.098026], [-0.819934, -0.844940, 0.522461], [-0.568007, 1.711800, 0.197849], [1.268931, 1.261531, -1.404276], [-1.052924, 0.138941, -1.847289], [1.460718, 0.265841, 0.814741], [3.613357, -5.074201, 0.250503], [4.236437, -4.928245, 0.962337], [3.118523, -4.256819, 0.193341], [-0.543093, -3.903717, -5.031662], [0.216296, -4.484275, -4.981550], [-0.311038, -3.156872, -4.479748], [-0.772562, 8.826516, -0.219355], [0.314447, 8.593769, 0.776723], [1.600365, 7.900853, 0.226869], [0.689289, 9.731227, 1.445506], [-1.512561, 9.499088, 0.214410], [-1.102302, 7.846006, -0.562850], [-0.392691, 9.370150, -1.084375], [0.031459, 7.908465, 1.575703], [2.239917, 7.703653, 1.087219], [2.166466, 8.369492, -0.578118], [1.235225, 6.947355, -0.154725], [0.019263, 10.173967, 1.971472], [-2.453516, 4.998449, -5.399383], [-3.592679, 3.985319, -5.646334], [-4.484519, 3.727079, -4.358676], [-4.437134, 4.474345, -6.711986], [-2.795950, 5.874046, -4.847852], [-1.874208, 5.301464, -6.271553], [-1.631395, 4.673586, -4.761672], [-3.083815, 3.085650, -5.992362], [-3.885544, 3.433225, -3.496713], [-5.276419, 3.021256, -4.609282], [-4.958224, 4.664567, -4.067428], [-4.787959, 3.726734, -7.201473], [-5.429268, -4.344272, -2.364980], [-6.180406, -3.021981, -2.469350], [-6.494358, -2.500297, -1.068132], [-5.447718, -2.139106, -3.235004], [-4.393688, -4.264948, -2.034252], [-5.287307, -4.773402, -3.356851], [-5.897747, -5.146830, -1.795310], [-7.098158, -3.157303, -3.041653], [-7.006062, -3.247088, -0.461041], [-7.054306, -1.565603, -1.098123], [-5.553714, -2.193762, -0.610618], [-4.635340, -1.890875, -2.787766], [-4.797149, -4.473927, 5.151000], [-4.408232, -5.954503, 5.132292], [-2.962880, -6.268063, 5.675094], [-5.286616, -6.605562, 6.036055], [-5.854353, -4.247056, 5.013186], [-4.305374, -3.802959, 4.446701], [-4.683459, -3.993073, 6.122579], [-4.527795, -6.367261, 4.130587], [-2.228282, -5.777415, 5.036557], [-2.681642, -7.320459, 5.636598], [-2.768800, -5.888006, 6.678089], [-5.669090, -7.335383, 5.543436], [6.418809, 3.816810, -3.763413], [5.396717, 3.833050, -4.907827], [5.101344, 2.533753, -5.647436], [4.162758, 4.335058, -4.473633], [6.230903, 3.016908, -3.047216], [6.548032, 4.809578, -3.332376], [7.408977, 3.591802, -4.159698], [5.738625, 4.567506, -5.637051], [4.762623, 2.719468, -6.666689], [4.413175, 1.885223, -5.105283], [5.937391, 1.864235, -5.849571], [3.892219, 3.714394, -3.793049], [-5.413276, 4.287006, 2.281679], [-6.472316, 3.575615, 3.153843], [-5.850758, 2.527601, 4.018957], [-7.112352, 4.493409, 4.019835], [-4.946464, 3.577611, 1.598348], [-4.614900, 4.741017, 2.868673], [-5.851387, 5.045303, 1.632728], [-7.218499, 3.100337, 2.517125], [-6.631952, 1.969831, 4.535401], [-5.105804, 2.911870, 4.715726], [-5.493269, 1.767833, 3.323938], [-7.973491, 4.631383, 3.618582], [-0.260244, 0.114499, 6.143529], [1.117734, -0.116088, 6.835401], [0.928280, -1.015825, 8.061838], [2.027746, -0.636834, 5.886339], [-1.016616, 0.476229, 6.840049], [-0.709866, -0.799942, 5.756573], [-0.283365, 0.841330, 5.331562], [1.527985, 0.831205, 7.185285], [0.326314, -1.901832, 7.860017], [0.274996, -0.447493, 8.723892], [1.876837, -1.355823, 8.477444], [1.744002, -0.336653, 5.019742], [4.819808, -7.979175, -4.920688], [4.543966, -6.520538, -5.109769], [4.244070, -6.248310, -6.601654], [3.345590, -6.300606, -4.429029], [4.979414, -8.194298, -3.864114], [5.738533, -8.159977, -5.478687], [4.004583, -8.562783, -5.348347], [5.340950, -5.877915, -4.735645], [3.475107, -6.898714, -7.018526], [5.094233, -6.397954, -7.267178], [3.861902, -5.248952, -6.809826], [3.535231, -6.381204, -3.491410], [7.333541, -1.011096, 1.881133], [7.836644, -2.164874, 2.767726], [8.723979, -1.679877, 3.937840], [6.721892, -2.815085, 3.433126], [7.131680, -1.302049, 0.850268], [8.090739, -0.229060, 1.824678], [6.438497, -0.503352, 2.240568], [8.557614, -2.822034, 2.281479], [9.407201, -0.874195, 3.669151], [9.268193, -2.540887, 4.325907], [8.119091, -1.262574, 4.742864], [6.106080, -2.227517, 3.877120]], "atomic_forces_ev_per_a": [[0.36, 0.16, 0.70], [-0.66, 1.18, 0.05], [0.47, 1.01, -0.70], [0.46, -1.75, -0.72], [-0.79, -0.71, -0.06], [1.61, 0.17, 1.70], [-1.44, -0.11, -0.95], [0.05, -0.30, -0.17], [0.17, 0.05, 0.20], [-0.22, 0.28, -0.06], [-0.22, -0.09, -0.22], [0.23, -0.17, 0.04], [0.03, 0.26, 0.22], [0.37, 0.10, -0.50], [1.11, -1.43, 0.26], [-1.14, -0.12, 0.31], [1.57, 2.51, 0.56], [-0.52, -0.55, 0.01], [-0.67, 0.26, 0.01], [0.22, -0.03, -0.11], [-0.75, -0.56, -0.24], [0.16, 0.02, -0.18], [-0.24, 0.45, 0.14], [0.27, -0.21, -0.05], [-0.37, -0.44, -0.22], [0.11, 0.33, 0.57], [0.09, 0.34, 0.79], [0.97, 0.63, -1.20], [0.38, 0.17, 0.31], [-0.34, 0.28, -0.39], [-0.69, 0.07, -0.47], [-0.34, -0.91, 0.32], [-0.31, -0.38, 0.15], [0.00, -0.43, -0.17], [0.17, -0.18, 0.22], [-0.06, 0.14, -0.22], [0.01, -0.08, 0.11], [0.31, -0.97, -0.86], [-0.25, -1.15, 1.09], [0.24, 0.67, -0.36], [0.40, 1.20, -0.84], [-0.05, 0.51, 0.50], [-0.23, 0.10, -0.30], [-0.27, 0.29, 0.30], [-0.17, -0.20, 0.12], [0.06, 0.10, 0.03], [-0.38, -0.13, -0.13], [0.18, -0.37, 0.31], [0.19, -0.01, 0.15], [-0.09, 1.01, 0.20], [1.16, 0.40, 1.25], [-0.08, 0.90, -1.20], [-0.79, -0.60, -0.14], [-0.28, -0.85, -0.48], [0.44, -0.40, -0.18], [0.65, -0.41, 0.35], [0.10, 0.04, -0.11], [0.09, 0.19, -0.13], [-0.52, -0.13, 0.06], [-0.48, -0.02, 0.06], [-0.19, -0.12, 0.31], [0.50, -0.50, -0.87], [0.50, 0.14, -0.39], [0.87, -0.89, -0.40], [-0.47, 0.40, 0.50], [-0.29, 0.29, 0.33], [-0.52, -0.14, 0.31], [0.11, -0.18, -0.26], [0.16, 0.04, -0.09], [-0.64, 0.25, 0.25], [-0.35, 0.29, 0.01], [0.65, 0.23, 0.38], [-0.55, 0.07, 0.26], [-0.37, -0.38, -0.26], [1.13, 0.56, -0.14], [-0.42, -1.24, -0.55], [-0.76, 0.50, -0.11], [0.07, -0.19, 0.08], [-0.16, 0.00, 0.20], [-0.17, 0.16, 0.20], [-0.03, -0.04, -0.21], [-0.07, 0.34, 0.48], [0.03, -0.11, -0.20], [0.88, -0.02, 0.20], [-0.10, 0.42, 0.31], [-0.22, 0.14, 0.58], [-1.35, 0.00, -0.60], [-0.34, -0.01, -0.75], [0.27, -0.54, 0.18], [0.14, 0.16, 0.35], [0.44, -0.30, -0.07], [0.52, 0.03, -0.08], [-0.13, 0.28, 0.11], [0.16, -0.18, -0.48], [0.54, 0.09, 0.56], [-0.10, 0.35, 0.29], [0.08, -0.02, -0.15], [1.35, -0.03, -0.45], [-0.98, -0.48, -1.51], [0.07, 0.31, -0.26], [-1.03, 1.15, 0.63], [-0.04, -0.25, -0.04], [0.19, -0.66, 0.11], [0.06, -0.02, 0.20], [0.17, 0.06, -0.05], [-0.14, -0.34, 0.49], [0.34, 0.03, 0.29], [0.18, 0.21, 0.39], [-0.22, 0.06, 0.22], [0.59, -0.01, -0.36], [-0.65, 2.05, 2.26], [-0.15, 0.52, 0.00], [0.71, -1.72, -1.31], [-0.10, -0.25, 0.07], [0.18, -0.02, -0.05], [-0.07, -0.33, 0.34], [-1.18, -0.74, -0.61], [0.29, -0.20, -0.25], [0.07, 0.16, 0.14], [-0.16, -0.09, 0.04], [0.40, 0.60, -0.28]], "lowdin_charge": [0.90, -0.31, -0.30, -0.32, -0.30, -0.33, -0.34, -0.06, 0.02, 0.03, -0.06, 0.02, 0.03, -0.06, -0.55, -0.04, -0.05, 0.08, 0.09, 0.08, 0.13, 0.07, 0.08, 0.08, 0.09, -0.07, -0.44, -0.04, -0.07, 0.07, 0.07, 0.08, 0.13, 0.07, 0.07, 0.07, 0.08, -0.07, -0.53, -0.06, -0.03, 0.08, 0.07, 0.07, 0.13, 0.08, 0.07, 0.08, 0.10, -0.07, -0.46, -0.05, -0.07, 0.07, 0.08, 0.07, 0.13, 0.07, 0.07, 0.07, 0.08, -0.05, -0.51, -0.06, -0.05, 0.08, 0.08, 0.07, 0.13, 0.08, 0.08, 0.07, 0.09, -0.05, -0.52, -0.07, -0.05, 0.08, 0.08, 0.07, 0.13, 0.08, 0.09, 0.08, 0.08, -0.06, -0.48, -0.06, -0.05, 0.07, 0.08, 0.08, 0.12, 0.07, 0.07, 0.08, 0.08, -0.08, -0.51, -0.06, -0.05, 0.08, 0.08, 0.09, 0.14, 0.08, 0.07, 0.07, 0.09, -0.05, -0.44, -0.08, -0.08, 0.07, 0.07, 0.08, 0.13, 0.07, 0.07, 0.07, 0.08]}